A structure of composition C2H2BrClO2S, computed with ωB97M-V/def2-TZVPD.

XYZ file:
```
9
Properties=species:S:1:pos:R:3:forces:R:3:nbo_charge:R:1
C 1.106 -0.412 0.014 -2.48 -4.80 -2.43 -0.55
C -0.752 1.329 -0.626 0.24 0.61 -2.02 -0.42
O -1.768 -0.292 1.180 1.28 0.72 0.66 -0.89
O -1.364 -1.279 -0.935 0.86 1.34 -0.33 -0.90
S -0.937 -0.247 -0.003 -0.30 -3.99 0.04 1.96
Cl 1.661 -2.021 0.651 -0.57 2.19 -0.08 0.03
Br -0.801 2.684 0.496 -0.12 0.59 0.84 0.33
H 1.531 -0.281 -0.989 -1.01 -1.29 -0.59 0.24
H 1.323 0.517 0.212 2.10 4.62 3.91 0.19
```
Forces are in eV/Å.

Computed properties:
energy relative to the best compared isomer or geometry (same formula, charge and spin): 109.3 kcal per mole

---

A cluster of 2 separate species, C26H48BIN3O3S in total, computed with ωB97M-V/def2-TZVPD.

XYZ file:
```
83
Properties=species:S:1:pos:R:3:forces:R:3:mulliken_charge:R:1
C -2.689 2.435 -6.001 0.61 -1.04 -0.67 -0.92
C -1.269 2.659 -6.685 0.53 -0.23 1.49 -0.58
C -0.168 1.750 -5.964 -1.07 0.32 -0.46 -0.36
C -0.536 0.252 -6.245 0.97 -1.08 0.29 -0.58
C 0.420 -0.790 -5.501 -0.10 1.68 0.16 -0.87
C 0.305 -0.512 -3.951 0.95 -0.75 0.92 -0.01
C -0.069 -1.774 -3.077 -0.62 -0.46 -0.88 -0.34
C -0.901 -1.456 -1.786 0.43 0.24 -0.02 -1.40
C -0.255 -0.315 -0.873 -1.71 0.04 -0.31 0.64
N 0.178 -0.808 0.461 1.01 1.11 -0.08 0.46
C -0.235 0.089 1.563 0.62 -0.68 0.55 -1.43
C 0.432 1.516 1.525 -2.57 0.31 0.54 -0.04
C -0.005 2.370 2.785 -1.00 0.42 -0.78 -0.63
I 0.709 1.544 4.659 0.33 0.38 -0.54 0.14
C -1.594 2.459 2.914 0.76 0.13 0.19 -0.42
C -2.286 3.062 1.635 0.52 -0.85 0.51 -1.02
N 1.917 1.507 1.353 0.60 0.18 0.27 0.68
B 2.437 2.823 0.749 0.96 2.29 -0.47 0.23
C 1.997 3.396 -0.670 -1.13 -0.58 -0.30 -0.72
O 3.350 3.577 1.510 -0.52 -2.28 -0.86 -0.50
C 2.448 0.411 0.477 0.76 -2.05 -1.91 -1.11
C 1.640 -0.943 0.580 0.53 -0.96 0.84 -0.10
C 2.245 -2.042 -0.361 0.17 -1.02 -0.86 0.05
C 1.655 -3.355 -0.491 -0.28 -0.71 -0.07 -0.31
C 2.161 -4.425 -1.347 2.28 3.36 0.09 -0.70
C 3.403 -4.039 -2.059 -2.13 0.70 1.93 -0.38
C 3.897 -2.704 -1.800 0.83 -1.13 -1.15 -0.26
N 3.384 -1.718 -1.029 -1.13 -1.60 0.11 -0.40
H -2.565 2.047 -4.948 -0.09 0.69 -0.91 0.19
H -3.178 1.585 -6.556 0.07 1.05 0.59 0.25
H -3.322 3.352 -6.018 0.44 -0.82 -0.02 0.33
H -1.253 2.374 -7.764 -0.26 0.66 0.75 0.34
H -0.979 3.723 -6.494 -0.15 -0.79 -0.67 0.35
H -0.208 2.043 -4.883 0.08 -0.54 -0.75 0.10
H 0.871 1.997 -6.319 -0.99 -0.35 0.13 0.32
H -0.420 0.061 -7.344 -0.35 0.28 0.79 0.42
H -1.581 -0.026 -5.934 0.85 0.61 -0.38 0.17
H 1.473 -0.548 -5.818 -0.94 -0.42 0.22 0.34
H 0.207 -1.848 -5.788 -0.01 0.85 0.34 0.41
H 1.330 -0.180 -3.605 -1.07 -0.09 -0.23 0.05
H -0.397 0.314 -3.673 0.39 -0.62 -0.63 0.14
H 0.855 -2.383 -2.897 -0.81 0.57 0.11 -0.08
H -0.729 -2.425 -3.726 0.63 0.53 0.69 0.52
H -1.930 -1.128 -2.110 1.06 -0.14 0.25 0.44
H -1.080 -2.366 -1.148 0.39 0.86 -0.64 0.32
H 0.516 0.285 -1.426 -0.46 -0.68 0.42 -0.27
H -1.108 0.401 -0.676 0.94 -0.55 -0.16 0.08
H -1.349 0.144 1.575 0.98 0.29 -0.02 0.47
H 0.085 -0.423 2.518 -0.50 0.55 -0.82 0.18
H -0.030 2.054 0.648 0.80 -0.46 0.70 0.07
H 0.346 3.433 2.698 0.14 -1.03 0.18 0.55
H -1.791 3.119 3.798 0.16 -0.60 -0.75 0.52
H -1.938 1.430 3.190 -0.09 0.96 -0.33 0.19
H -1.754 3.987 1.294 -0.51 -0.73 0.25 0.25
H -2.235 2.273 0.830 -0.37 1.01 0.54 0.19
H -3.343 3.306 1.898 0.84 -0.22 -0.48 0.43
H 2.416 1.427 2.260 -0.75 -0.14 -0.07 0.63
H 1.133 2.827 -1.126 0.95 0.46 0.31 0.18
H 2.823 3.394 -1.433 -0.63 0.11 0.81 0.34
H 1.613 4.449 -0.549 0.65 -0.92 -0.04 0.27
H 4.200 3.532 1.030 -0.22 0.75 0.35 0.35
H 3.520 0.162 0.711 -1.08 0.60 0.05 0.46
H 2.457 0.685 -0.617 -0.14 0.22 1.21 0.31
H 1.832 -1.334 1.626 -0.29 0.37 -0.90 0.61
H 0.738 -3.566 0.113 0.89 0.31 -0.62 0.35
H 1.694 -5.426 -1.433 0.30 0.93 0.14 0.42
H 3.937 -4.750 -2.726 -0.42 0.84 0.60 0.38
H 4.856 -2.447 -2.323 -1.01 -0.11 0.56 0.34
C -1.704 -3.320 6.754 0.13 0.00 -0.01 -0.52
C -1.168 -2.307 7.770 -0.03 -0.11 0.12 -0.67
C -1.155 -0.935 7.088 0.36 -0.04 0.37 -0.49
S -2.455 -0.977 5.854 -0.25 -0.23 0.41 1.10
O -1.851 -0.884 4.542 -0.16 0.21 -0.11 -0.44
O -3.529 -0.109 6.265 0.17 0.17 -0.43 -0.72
C -2.938 -2.673 6.136 0.04 -0.45 0.02 -0.79
H -1.945 -4.274 7.222 0.00 0.05 -0.05 0.36
H -0.951 -3.502 5.981 -0.06 -0.03 0.01 0.27
H -1.830 -2.279 8.639 0.03 0.01 -0.06 0.30
H -0.174 -2.579 8.125 -0.06 0.04 -0.01 0.34
H -1.355 -0.131 7.794 -0.05 0.08 -0.20 0.38
H -0.210 -0.753 6.575 -0.11 -0.01 -0.07 0.13
H -3.241 -3.133 5.196 -0.05 0.18 -0.02 0.38
H -3.773 -2.668 6.838 0.01 0.10 -0.07 0.36
```
Forces are in eV/Å.

Computed properties:
energy relative to the best compared isomer or geometry (same formula, charge and spin): 0.0 kcal per mole
net charge: +1

---

Q: energy relative to the best compared isomer or geometry (same formula, charge and spin) of number 1 (C2H2BrClO2S)?
A: 109.3 kcal per mole

---

Q: Which value of energy relative to the best compared isomer or geometry (same formula, charge and spin) does entry 2 give?
A: 0.0 kcal per mole

---

Q: Among the records above, which one has the highest energy relative to the best compared isomer or geometry (same formula, charge and spin)?
A: C2H2BrClO2S

---

Q: What is the energy relative to the best compared isomer or geometry (same formula, charge and spin) in the first record?
A: 109.3 kcal per mole